Record 1
DFT (ωB97M-V/def2-TZVPD) results for 2 unconnected molecules or ions with the total composition C23H28ClN3O4S.

Atoms and positions in Å:
N  2.64691  -3.16147  0.27123
C  3.14219  -2.20081  -0.16503
C  3.77020  -0.96553  -0.66859
C  2.78921  0.21624  -0.52607
C  1.63600  0.09846  -1.49805
C  1.78988  0.49212  -2.83672
C  0.71971  0.38746  -3.73404
C  -0.51090  -0.11205  -3.30185
O  -1.56752  -0.21111  -4.15938
C  -0.66442  -0.51682  -1.97775
C  0.40038  -0.41298  -1.07714
C  5.08787  -0.64032  0.03456
C  5.41591  -1.16249  1.30631
C  6.64099  -0.86156  1.90858
C  7.55445  -0.03070  1.26971
O  8.74893  0.25250  1.86450
C  7.23861  0.50851  0.02582
C  6.02118  0.21279  -0.59404
Cl  5.70522  0.93671  -2.15626
H  3.98006  -1.13064  -1.72946
H  2.41601  0.26631  0.50279
H  3.30759  1.16074  -0.71785
H  2.74283  0.88369  -3.18215
H  0.85372  0.70191  -4.76349
H  -1.28116  -0.02230  -5.06718
H  -1.61351  -0.93442  -1.66102
H  0.27103  -0.74625  -0.05161
H  4.73519  -1.81380  1.84809
H  6.89359  -1.27293  2.88086
H  9.28235  0.82155  1.28748
H  7.93707  1.16362  -0.48238
C  -7.82577  -0.01641  0.30844
N  -6.38222  0.18883  0.39849
C  -5.46583  -0.77578  0.26788
O  -5.77389  -1.94051  0.03000
C  -3.97149  -0.42268  0.38675
C  -3.49354  -0.54326  1.84560
C  -1.96524  -0.53838  1.94727
S  -1.32598  -0.73633  3.62981
C  0.41972  -1.04414  3.25050
N  -3.53071  0.85591  -0.21415
C  -3.90381  2.09450  0.11291
C  -3.26320  3.20914  -0.67889
O  -4.70802  2.35799  0.99598
H  -8.09516  -0.96156  0.78397
H  -8.13051  -0.05239  -0.73804
H  -8.34891  0.79755  0.81117
H  -6.04224  1.11601  0.63337
H  -3.46471  -1.21425  -0.16564
H  -3.90160  0.27265  2.44290
H  -3.85974  -1.48414  2.25954
H  -1.58355  -1.35938  1.34008
H  -1.57952  0.39863  1.54536
H  0.97132  -1.19255  4.17906
H  0.51209  -1.93898  2.63338
H  0.83541  -0.18928  2.71743
H  -2.87674  0.78402  -0.97793
H  -3.61100  4.16607  -0.29086
H  -2.18102  3.14787  -0.57824
H  -3.54372  3.11445  -1.72604

Atomic forces in eV per Å
N 0.8 1.8 -0.8
C -0.6 -1.5 0.8
C 0.4 0.2 0.3
C -0.5 0.2 -0.3
C -0.3 0.1 0.0
C -0.7 -0.3 0.2
C 0.4 0.0 0.6
C 0.5 0.1 -0.1
O -0.1 -0.1 -0.1
C 0.1 0.0 0.1
C 0.1 0.2 -0.8
C 0.2 -0.2 0.1
C 0.7 0.6 -0.5
C -0.3 -0.1 0.0
C -0.1 0.2 -0.4
O 0.0 0.0 0.0
C -0.4 0.0 -0.4
C 0.1 -0.5 1.0
Cl 0.0 -0.2 0.3
H -0.1 0.1 0.0
H 0.1 -0.1 -0.1
H 0.1 -0.3 0.0
H -0.1 0.0 0.1
H -0.1 0.0 0.0
H -0.1 0.0 0.4
H 0.0 -0.1 -0.1
H 0.0 0.1 -0.1
H 0.0 0.1 -0.3
H 0.0 0.0 -0.1
H -0.3 -0.2 0.2
H 0.0 0.0 0.0
C 0.5 -0.4 0.0
N -0.1 1.0 0.4
C -0.5 -0.8 -0.7
O 0.3 0.2 0.2
C 0.3 0.5 0.5
C 0.2 0.0 0.4
C 0.0 0.1 -0.3
S -0.2 -0.1 0.2
C -0.3 0.0 -0.3
N 0.0 -1.1 -0.5
C -0.1 1.0 0.3
C 0.0 -0.1 0.1
O -0.3 -0.2 0.3
H 0.0 0.1 -0.1
H -0.1 0.0 0.0
H 0.2 0.0 -0.1
H 0.0 -0.1 0.1
H -0.1 0.1 -0.2
H -0.1 0.0 0.0
H -0.1 0.0 -0.1
H 0.1 -0.1 -0.1
H 0.1 0.0 -0.1
H -0.2 0.1 0.0
H 0.1 0.0 0.0
H 0.1 0.0 0.0
H 0.0 -0.1 0.0
H 0.0 -0.2 0.0
H 0.1 0.1 -0.2
H 0.1 0.1 -0.1

Calculated values
SMILES = N#C[C@@H](Cc1ccc(O)cc1)c1ccc(O)cc1Cl.CNC(=O)[C@H](CCSC)NC(C)=O
Max |F| = 2.1 eV/A
Gap between HOMO and LUMO = 8.85 eV
Highest occupied orbital energy = -8.5 eV
ΔE to the lowest compared entry with this formula, charge and spin = 66.3 kJ/mol
Net charge = 0

These are the Mulliken partial charges, in e, on atoms 1 to 2:
1 N -0.5908
2 C -0.2603

=====

Record 2
DFT (ωB97M-V/def2-TZVPD) results for a single C11H18N2O3Si molecule.

Atoms and positions in Å:
C  -2.95810  0.29460  2.80836
C  -2.37015  -0.70961  2.15420
C  -2.15623  -0.69821  0.64443
C  -0.75464  -0.23694  0.17609
C  -0.32483  -0.84674  -1.14942
Si  1.29982  -0.28635  -1.90979
C  2.38051  -1.81461  -2.20178
C  2.21241  0.76328  -0.62241
C  1.04328  0.76896  -3.43969
C  0.17617  -0.82564  1.31066
O  0.51682  -1.99173  1.15367
N  0.49447  -0.01549  2.39409
C  0.10849  1.30328  2.44156
O  0.32514  1.87017  3.46776
N  -0.61793  1.87508  1.40243
C  -0.86968  1.22461  0.19606
O  -1.18628  1.86799  -0.80552
H  -3.03434  0.30969  3.88283
H  -3.52393  1.09868  2.36254
H  -1.68040  -1.35599  2.66109
H  -2.96172  -0.13534  0.10505
H  -2.36011  -1.71123  0.18742
H  -0.15064  -1.89234  -0.89367
H  -1.16837  -0.94377  -1.89582
H  2.82997  -1.74319  -3.22972
H  1.74205  -2.80784  -2.18189
H  2.96801  -1.68502  -1.26987
H  3.16670  1.03464  -1.09727
H  2.36851  0.23222  0.31539
H  1.63976  1.65214  -0.45722
H  0.53087  1.72260  -3.13783
H  1.86357  1.05070  -4.13861
H  0.32928  0.25068  -4.04271
H  0.90998  -0.43946  3.23444
H  -0.78844  2.82022  1.57513

Atomic forces in eV per Å
C -0.5 -0.8 0.2
C 0.5 1.7 -1.0
C -2.3 -1.4 -0.9
C 0.5 -0.9 1.5
C -1.2 -0.7 -0.8
Si 0.5 0.4 -0.1
C -2.0 -1.0 -0.5
C 0.1 -0.7 -0.8
C 0.0 1.3 0.1
C 0.3 -1.0 -1.5
O 0.0 1.4 1.4
N -0.2 -1.7 -1.9
C -0.8 -0.5 0.9
O 0.3 1.7 1.0
N 1.2 -2.8 0.0
C 0.1 2.8 -1.8
O 0.2 -0.8 1.5
H 0.3 -0.1 0.3
H 0.0 0.0 -0.6
H -0.4 -0.7 0.6
H 0.8 0.2 0.6
H 0.7 0.6 0.8
H 0.1 -0.1 0.0
H 0.7 0.7 0.8
H 0.3 -0.1 1.4
H 1.4 2.0 0.2
H 0.5 -0.9 -1.0
H -0.1 0.0 0.4
H 0.2 0.1 0.0
H -0.2 0.7 0.2
H 0.4 -0.8 -0.2
H -0.2 -0.4 0.8
H -0.7 -0.4 -0.6
H -0.2 0.6 -0.7
H -0.4 1.7 -0.3

Calculated values
SMILES = C=CCC1(C[Si](C)(C)C)C(=O)NC(=O)NC1=O
Max |F| = 3.4 eV/A
Gap between HOMO and LUMO = 10.79 eV
Highest occupied orbital energy = -10.1 eV
Net charge = 0

These are the Mulliken partial charges, in e, on atoms 1 to 2:
1 C -0.8343
2 C -0.2349

=====

Record 3
DFT (ωB97M-V/def2-TZVPD) results for a single C4H4N4 molecule.

Atoms and positions in Å:
H  1.87076  0.51952  1.74351
N  0.93162  0.50259  2.00110
C  0.24503  0.84004  0.93922
N  0.79973  1.24010  -0.23290
C  0.53783  0.50851  -1.17350
C  -0.09685  -0.75880  -0.99497
C  -1.07167  -1.06844  -0.11178
N  -1.75877  -0.13015  0.69633
N  -1.14073  0.89050  1.01334
H  1.08603  0.99536  -2.05622
H  0.20638  -1.54106  -1.62988
H  -1.60937  -1.99815  -0.19424

Atomic forces in eV per Å
H 2.2 0.2 -0.4
N -3.9 0.4 -1.8
C 3.2 -0.6 4.3
N 0.1 3.5 3.2
C 1.7 -0.5 -4.3
C -1.0 -0.6 -0.2
C -0.3 0.3 0.0
N 0.0 -0.1 -1.4
N -1.1 0.5 1.3
H -1.3 -2.0 0.1
H 0.1 -0.8 -1.0
H 0.3 -0.4 0.2

Calculated values
SMILES = [H]/N=c1\ncccnn1
Max |F| = 5.4 eV/A
Gap between HOMO and LUMO = 8.84 eV
Highest occupied orbital energy = -9.7 eV
ΔE to the lowest compared entry with this formula, charge and spin = 338.0 kJ/mol
Net charge = 0

These are the Mulliken partial charges, in e, on atoms 1 to 2:
1 H 0.2400
2 N -0.6618

=====

Record 4
DFT (ωB97M-V/def2-TZVPD) results for 2 unconnected molecules or ions with the total composition C7H9N5S.

Atoms and positions in Å:
S  -2.95156  0.09703  -0.03897
C  -1.79092  0.95803  -0.98261
N  -2.18939  1.52140  -2.11639
N  -1.11696  2.02902  -2.68183
N  -0.09094  1.76780  -2.01396
N  -0.45396  1.12183  -0.91528
C  0.56484  0.65197  0.26547
C  1.82227  0.23227  -0.11042
C  2.70586  -0.01914  0.93901
C  2.35130  -0.00076  2.22766
C  1.09765  0.39454  2.55479
C  0.22796  0.81358  1.57779
H  -4.07683  0.59326  -0.70734
H  2.07882  -0.13957  -1.08131
H  3.81626  -0.18239  0.61458
H  3.15328  0.01713  2.95580
H  0.90161  0.42114  3.70897
H  -0.80455  1.05278  1.73840
N  -1.46631  -2.57386  -1.55233
H  -0.73495  -2.81703  -2.28641
H  -2.06198  -3.38632  -1.44978
H  -0.98150  -2.55270  -0.64584

Atomic forces in eV per Å
S -1.0 0.1 0.5
C -0.5 0.3 -1.4
N -1.2 -0.2 0.8
N -0.2 0.3 -1.3
N 2.8 0.6 0.3
N 0.8 -2.2 3.9
C -0.9 1.3 -3.8
C -0.4 -0.9 0.7
C 3.2 -0.5 -3.5
C 1.5 1.0 1.2
C -1.1 0.4 3.6
C -1.7 -0.6 0.0
H 1.4 -0.3 0.5
H 0.0 0.7 -0.6
H -2.2 0.0 0.8
H -0.3 -0.7 0.3
H -0.3 0.2 -2.5
H -0.3 0.5 0.6
N 1.5 -0.4 -0.5
H -1.3 0.3 1.4
H -0.2 -0.1 -0.3
H 0.0 0.2 -0.5

Calculated values
SMILES = Sc1nnnn1-c1ccccc1.N
Max |F| = 4.8 eV/A
Gap between HOMO and LUMO = 9.53 eV
Highest occupied orbital energy = -9.1 eV
ΔE to the lowest compared entry with this formula, charge and spin = 152.5 kJ/mol
Net charge = 0

These are the Mulliken partial charges, in e, on atoms 1 to 2:
1 S -0.2475
2 C 0.3954

=====

Record 5
DFT (ωB97M-V/def2-TZVPD) results for a molecular structure, C49H55BeNOP3S5.

Atoms and positions in Å:
Be  0.73709  -0.09009  1.51898
C  -1.87747  4.27728  -1.80189
C  -1.52026  2.78869  -1.81198
C  -2.81714  1.97685  -1.86166
P  -0.34874  2.16118  -0.46781
C  0.54303  3.70759  0.04539
C  1.44568  4.14018  -1.11412
C  1.41126  3.39986  1.26264
C  -1.53862  1.83344  0.89575
C  -2.40149  2.81720  1.38037
C  -3.47199  2.51164  2.19934
C  -3.68219  1.18500  2.55965
C  -2.82160  0.19527  2.13043
C  -1.72560  0.49288  1.30540
N  -0.75145  -0.44594  0.96952
C  -0.97034  -1.74432  0.56640
C  -2.23017  -2.28903  0.26925
C  -2.35612  -3.60321  -0.13661
C  -1.24812  -4.43210  -0.26971
C  0.00575  -3.89494  -0.03949
C  0.16345  -2.57325  0.36148
P  1.77414  -1.74494  0.46684
C  2.39055  -1.63320  -1.27205
C  3.07353  -2.87857  -1.82410
C  3.21040  -0.35838  -1.47486
C  2.93630  -2.91533  1.29681
C  2.43875  -3.39395  2.65441
C  4.31826  -2.27356  1.43105
H  -2.48106  4.49241  -2.68831
H  -1.01730  4.94532  -1.82273
H  -2.48693  4.53654  -0.93444
H  -0.96579  2.56448  -2.72892
H  -3.45756  2.21516  -1.00996
H  -2.62788  0.90471  -1.87149
H  -3.36031  2.22555  -2.77741
H  -0.16147  4.50833  0.29093
H  2.18438  3.35948  -1.31148
H  1.98549  5.05613  -0.85804
H  0.90308  4.31487  -2.04308
H  2.20555  2.69558  0.99555
H  0.83485  2.93811  2.06162
H  1.88703  4.30460  1.65121
H  -2.24469  3.84754  1.08303
H  -4.13562  3.29108  2.55201
H  -4.50703  0.92459  3.21204
H  -2.95808  -0.82143  2.47507
H  -3.10498  -1.65545  0.31032
H  -3.34110  -3.98467  -0.37840
H  -1.35743  -5.45717  -0.59547
H  0.88321  -4.51252  -0.19718
H  1.45811  -1.49837  -1.82623
H  4.03718  -3.08737  -1.35309
H  3.25099  -2.72428  -2.89078
H  2.43664  -3.75975  -1.73602
H  4.10982  -0.33272  -0.85329
H  2.60234  0.51787  -1.23960
H  3.51695  -0.27887  -2.52061
H  3.01212  -3.77564  0.62517
H  2.51817  -2.59847  3.39645
H  3.04731  -4.23500  2.99617
H  1.39960  -3.71750  2.61730
H  4.25340  -1.34413  2.00027
H  4.77048  -2.05038  0.46523
H  4.98894  -2.94822  1.96905
S  -0.97914  -3.71805  -3.98310
P  -1.06133  -1.75726  -4.20447
S  -0.68579  -0.56690  -2.65347
C  -2.73045  -1.25094  -4.78110
C  -3.82539  -1.75064  -4.07727
C  -5.10613  -1.30999  -4.36349
C  -5.31283  -0.36716  -5.36444
C  -4.23065  0.12214  -6.07847
C  -2.94391  -0.31638  -5.78725
C  0.02742  -1.24638  -5.60083
C  0.34694  -2.14872  -6.61019
C  1.17599  -1.76954  -7.65722
C  1.69718  -0.48408  -7.70321
C  1.38676  0.42081  -6.69695
C  0.55892  0.03989  -5.65008
H  -3.65220  -2.48968  -3.30367
H  -5.94838  -1.69879  -3.80430
H  -6.31407  -0.01931  -5.58775
H  -4.38574  0.85131  -6.86487
H  -2.10472  0.07358  -6.34977
H  -0.05092  -3.15404  -6.54864
H  1.42318  -2.48209  -8.43497
H  2.35067  -0.18975  -8.51581
H  1.79883  1.42256  -6.72176
H  0.33164  0.72702  -4.84378
O  1.07736  0.20804  2.92898
C  1.03175  0.45804  4.28075
C  -0.17843  1.26192  4.76501
C  -0.44860  2.58149  4.55485
C  -1.59893  3.04021  5.24643
C  -2.18154  2.05665  5.98468
S  -1.35267  0.57483  5.82532
C  0.97886  -0.89204  4.99315
C  0.10120  -1.89460  4.71196
C  0.24503  -3.01182  5.57652
C  1.23235  -2.83016  6.49612
S  1.98419  -1.30255  6.32215
C  2.29748  1.21367  4.67002
C  2.53344  2.12152  5.65702
C  3.88942  2.55307  5.69960
C  4.64873  1.96486  4.73671
S  3.73129  0.88744  3.77601
H  0.16751  3.22877  3.94943
H  -1.97066  4.05269  5.18785
H  -3.06768  2.11751  6.59550
H  -0.59986  -1.84284  3.88853
H  -0.34996  -3.91061  5.50382
H  1.56713  -3.51141  7.26097
H  1.76660  2.46497  6.33532
H  4.26960  3.27680  6.40607
H  5.69518  2.11927  4.52975

Atomic forces in eV per Å
Be -0.3 -0.6 0.5
C 0.0 0.0 0.0
C 0.0 0.0 0.0
C 0.0 0.0 0.0
P 0.0 -0.1 0.0
C 0.0 0.0 0.0
C 0.0 0.0 0.0
C 0.0 -0.1 0.0
C 0.0 0.0 0.0
C 0.0 0.0 0.0
C 0.0 0.0 0.0
C 0.0 0.0 0.1
C 0.1 -0.1 0.0
C -0.2 0.1 -0.1
N 0.4 0.2 0.1
C -0.1 -0.1 -0.2
C 0.0 0.0 0.1
C 0.0 0.0 0.0
C 0.0 0.0 0.1
C 0.0 0.0 0.0
C 0.0 0.0 0.0
P -0.1 -0.1 0.0
C -0.1 0.2 0.0
C 0.0 0.0 0.0
C 0.0 0.0 0.0
C 0.0 0.0 0.0
C 0.0 0.0 0.0
C 0.0 0.0 0.0
H 0.0 0.0 0.0
H 0.0 0.0 0.0
H 0.0 0.0 0.0
H 0.0 0.0 0.0
H 0.0 0.0 0.0
H 0.0 0.0 0.0
H 0.0 0.0 0.0
H 0.0 0.0 0.0
H 0.0 0.0 0.0
H 0.0 0.0 0.0
H 0.0 0.0 0.0
H 0.0 0.0 0.0
H 0.0 0.0 0.0
H 0.0 0.0 0.0
H 0.0 0.0 0.0
H 0.0 0.0 0.0
H 0.0 0.0 0.0
H 0.0 0.0 0.0
H 0.0 0.0 0.0
H 0.0 0.0 0.0
H 0.0 0.0 0.0
H 0.0 0.0 0.0
H -0.1 0.0 0.0
H 0.0 0.0 0.0
H 0.0 0.0 0.0
H 0.0 0.0 0.0
H 0.0 0.0 0.0
H 0.0 0.0 0.0
H 0.0 0.0 0.0
H 0.0 0.0 0.0
H 0.0 0.0 0.0
H 0.0 0.0 0.0
H 0.0 0.0 0.0
H 0.0 0.0 0.0
H 0.0 0.0 0.0
H 0.0 0.0 0.0
S 0.0 -0.1 0.0
P 0.1 0.2 0.0
S 0.2 -0.1 -0.1
C 0.0 -0.1 0.0
C 0.0 0.0 0.0
C 0.0 0.0 0.0
C 0.0 0.0 0.0
C 0.0 0.0 0.0
C 0.0 0.0 0.0
C 0.0 0.0 0.0
C 0.0 0.0 0.0
C 0.0 0.0 0.0
C 0.0 0.0 0.0
C 0.0 0.0 0.0
C 0.0 0.0 0.0
H 0.0 0.0 0.0
H 0.0 0.0 0.0
H 0.0 0.0 0.0
H 0.0 0.0 0.0
H 0.0 0.0 0.0
H 0.0 0.0 0.0
H 0.0 0.0 0.0
H 0.0 0.0 0.0
H 0.0 0.0 0.0
H 0.0 0.0 0.0
O 0.2 0.5 -0.3
C 0.0 -0.2 0.1
C -0.1 0.1 -0.1
C 0.0 0.1 0.0
C 0.0 0.0 0.0
C 0.0 0.0 0.0
S 0.0 0.1 0.0
C 0.1 0.0 0.1
C 0.1 -0.1 -0.1
C 0.0 0.0 0.0
C 0.0 0.0 0.0
S 0.0 0.0 0.0
C 0.1 0.0 -0.1
C 0.0 -0.1 0.1
C 0.0 0.0 0.0
C 0.0 -0.1 0.0
S -0.1 0.1 0.0
H 0.1 0.0 0.0
H 0.0 0.0 0.0
H 0.0 0.0 0.0
H 0.0 0.0 0.0
H 0.0 0.0 0.0
H 0.0 0.0 0.0
H 0.0 0.0 0.0
H 0.0 0.0 0.0
H 0.0 0.0 0.0

Calculated values
Max |F| = 0.8 eV/A
Gap between HOMO and LUMO = 6.44 eV
Highest occupied orbital energy = -4.4 eV
ΔE to the lowest compared entry with this formula, charge and spin = 24.8 kJ/mol
Net charge = -1

These are the Mulliken partial charges, in e, on atoms 1 to 2:
1 Be -2.3498
2 C -1.6648

=====

Question: Which formula does entry 4 have?
Answer: C7H9N5S